{"formula": "C31H40BrFI2NO2SbTi", "method": "wB97M-V/def2-TZVPD", "homo_energy_ev": [-7.701, -7.732], "fmax_ev_per_a": 1.545, "charge": 0, "spin_multiplicity": 3, "e_tot_ha": -5769.562722, "orbital_gap_ev": [7.25, 4.48], "elements": ["Ti", "C", "C", "C", "C", "C", "C", "C", "C", "C", "C", "C", "C", "N", "C", "C", "C", "C", "C", "C", "F", "H", "H", "H", "H", "H", "H", "H", "H", "H", "H", "H", "H", "H", "H", "H", "H", "H", "H", "H", "H", "H", "C", "C", "Sb", "C", "C", "C", "C", "H", "H", "H", "H", "H", "H", "H", "H", "H", "H", "H", "H", "H", "H", "H", "Br", "C", "C", "C", "C", "C", "C", "C", "O", "O", "H", "H", "H", "H", "I", "I"], "positions_angstrom": [[0.26402, -0.22580, 0.70670], [-3.04174, 1.28156, -0.30084], [-3.09437, 2.68382, 0.29930], [-4.27747, 2.79465, 1.26749], [-1.81258, 3.25118, 0.91915], [-1.74079, 4.64432, 0.87421], [-0.69496, 5.34708, 1.43396], [0.34269, 4.64521, 2.01970], [0.34595, 3.25554, 2.06175], [1.56471, 2.60189, 2.70137], [2.39263, 1.82073, 1.67973], [1.23260, 1.80488, 3.96363], [-0.75537, 2.55117, 1.52909], [-0.80574, 1.12250, 1.64344], [-1.72823, 0.59761, 2.56140], [-2.29606, 1.30463, 3.61919], [-3.16603, 0.67555, 4.50202], [-3.49303, -0.66437, 4.35104], [-2.94528, -1.38871, 3.29621], [-2.10094, -0.73467, 2.44153], [-1.57164, -1.39870, 1.34665], [-3.83175, 1.18118, -1.04844], [-3.20327, 0.50462, 0.44579], [-2.09551, 1.10069, -0.80192], [-3.30805, 3.36516, -0.52935], [-4.15098, 2.12447, 2.11724], [-5.20399, 2.52158, 0.75775], [-4.38596, 3.81012, 1.65116], [-2.54585, 5.18362, 0.38714], [-0.67950, 6.42870, 1.40205], [1.17105, 5.18109, 2.46767], [2.21371, 3.42322, 3.01660], [1.79791, 1.06851, 1.16059], [3.22574, 1.29721, 2.14622], [2.76914, 2.48005, 0.89699], [0.59961, 0.94364, 3.76783], [0.72286, 2.44744, 4.68411], [2.14929, 1.43822, 4.43055], [-2.03909, 2.34807, 3.74844], [-3.59168, 1.24459, 5.31795], [-4.16583, -1.15043, 5.04311], [-3.16881, -2.43432, 3.13400], [1.02317, -4.11372, -3.89825], [2.10613, -4.60130, -2.93515], [1.84949, -3.79669, -0.94852], [3.18854, -2.11524, -1.19875], [3.14478, -1.47265, -2.58326], [3.22636, -5.17770, -0.04885], [4.64695, -5.19850, -0.60661], [1.20304, -4.45211, -4.92176], [0.96720, -3.02293, -3.92625], [0.03877, -4.48074, -3.59971], [3.09796, -4.34760, -3.31178], [2.06581, -5.68780, -2.82840], [4.20085, -2.44742, -0.96916], [2.91471, -1.38542, -0.43289], [3.44687, -2.16879, -3.36576], [3.81347, -0.61017, -2.63899], [2.14679, -1.11229, -2.84362], [2.74870, -6.14970, -0.19842], [3.22748, -4.98189, 1.02452], [4.65417, -5.29540, -1.69395], [5.22079, -6.03807, -0.20639], [5.19343, -4.29120, -0.34756], [-2.92711, 0.83257, -6.88256], [-2.00347, 0.52392, -5.26984], [-2.11311, -0.71529, -4.65466], [-1.45661, -0.92828, -3.45268], [-0.70645, 0.09673, -2.89226], [-0.58292, 1.32693, -3.52747], [-1.23813, 1.54797, -4.72677], [-0.04685, -0.11368, -1.58405], [0.59243, 0.81186, -0.98537], [-0.14641, -1.23028, -0.98169], [-2.70652, -1.49649, -5.10742], [-1.53012, -1.87921, -2.94228], [0.01157, 2.10691, -3.07065], [-1.16497, 2.50007, -5.23213], [1.52774, -1.82066, 2.50453], [5.46806, 0.90675, 4.17262]], "forces_ev_per_angstrom": [[-0.07, -0.51, 1.46], [-0.05, -0.02, -0.08], [0.10, -0.07, 0.12], [-0.03, 0.02, 0.00], [-0.04, 0.09, -0.06], [-0.03, 0.01, 0.02], [0.02, -0.01, -0.04], [0.01, -0.01, -0.02], [0.05, 0.10, 0.01], [-0.15, -0.19, -0.07], [-0.06, 0.22, 0.10], [0.04, 0.02, 0.05], [0.02, -0.11, 0.17], [-0.22, -0.24, 0.08], [0.23, 0.37, -0.29], [-0.02, -0.10, 0.26], [0.05, 0.01, -0.09], [0.04, -0.01, -0.03], [-0.08, -0.09, -0.05], [-0.14, 0.12, 0.15], [0.18, 0.08, 0.05], [-0.02, -0.01, 0.03], [0.04, 0.01, -0.01], [0.02, 0.02, -0.06], [0.03, -0.01, -0.02], [-0.02, 0.00, -0.02], [0.00, 0.00, -0.01], [0.01, 0.01, -0.01], [-0.01, 0.01, 0.02], [0.00, 0.00, 0.00], [0.02, 0.01, -0.05], [-0.04, 0.03, 0.01], [0.21, 0.01, -0.05], [-0.03, -0.02, -0.03], [-0.01, -0.02, -0.02], [0.00, -0.01, -0.02], [0.00, 0.00, 0.00], [0.01, 0.01, -0.01], [-0.02, 0.00, -0.01], [0.00, 0.00, 0.01], [0.00, 0.00, 0.01], [-0.01, 0.00, 0.00], [0.02, -0.05, -0.02], [-0.02, 0.04, -0.14], [-0.26, -0.09, 0.01], [-0.02, 0.12, -0.11], [0.02, 0.07, 0.04], [0.21, -0.08, 0.01], [-0.01, -0.03, 0.04], [0.00, -0.02, 0.01], [0.01, 0.01, 0.00], [0.00, 0.02, 0.02], [0.02, -0.05, 0.01], [0.02, -0.01, -0.04], [0.01, 0.02, 0.02], [0.06, 0.00, 0.02], [0.00, -0.01, 0.00], [0.01, 0.00, 0.00], [-0.05, -0.03, 0.01], [0.00, -0.01, 0.07], [0.01, -0.04, 0.01], [0.00, 0.02, -0.01], [-0.01, 0.00, 0.03], [-0.01, 0.02, -0.03], [-0.04, 0.00, -0.11], [0.06, 0.00, 0.08], [0.06, 0.01, 0.07], [-0.10, 0.00, -0.13], [0.34, 0.08, 0.29], [-0.10, 0.05, -0.09], [0.01, -0.06, 0.06], [0.02, -0.03, -0.91], [0.01, 0.19, -0.41], [-0.40, -0.01, -0.24], [-0.01, 0.00, 0.00], [0.01, 0.00, 0.01], [0.00, -0.01, 0.01], [0.00, 0.00, -0.01], [0.11, 0.21, -0.13], [-0.01, -0.04, 0.02]], "lowdin_spin": [0.957, 0.000, 0.000, 0.000, 0.000, 0.000, 0.000, 0.000, 0.001, 0.000, 0.004, 0.003, 0.003, -0.002, 0.003, 0.000, 0.001, 0.000, 0.000, 0.001, 0.006, 0.000, 0.000, 0.000, 0.000, 0.000, 0.000, 0.000, 0.000, 0.000, 0.000, 0.000, 0.003, 0.010, 0.000, 0.000, 0.000, 0.004, 0.000, 0.000, 0.000, 0.000, 0.000, 0.000, 0.000, 0.002, 0.000, 0.000, 0.000, 0.000, 0.000, 0.000, 0.000, 0.000, 0.000, 0.001, 0.000, 0.000, 0.000, 0.000, 0.000, 0.000, 0.000, 0.000, 0.000, 0.001, 0.000, 0.001, 0.000, 0.001, 0.000, 0.010, 0.002, 0.007, 0.000, 0.000, 0.000, 0.000, 0.008, 0.968]}